No. 1
{
  "formula": "C3H10N2O3",
  "method": "ωB97M-V/def2-TZVPD",
  "species": ["C", "N", "C", "O", "O", "C", "N", "H", "H", "H", "H", "H", "H", "H", "H", "H", "H", "O"],
  "xyz": [[-0.2055, -0.9020, -0.2952], [-1.6325, -0.8685, -0.6623], [-1.7913, 0.3283, -1.2985], [-1.9807, 1.4221, -0.5653], [1.8681, 1.0258, -1.5464], [0.5621, -0.1001, 0.7585], [0.7175, 1.2783, 0.6120], [0.3842, -0.9055, -1.2279], [-0.1215, -1.8684, 0.2032], [-1.7308, 0.5249, -2.3678], [-2.0249, 0.4640, 0.1225], [0.1847, -0.5449, 1.7404], [1.5303, -0.6017, 0.6955], [1.2592, 1.4645, -0.2953], [-0.0704, 1.9131, 0.5730], [0.3966, -2.2722, 3.3768], [2.1218, 1.4515, -2.3677], [0.5332, -1.8093, 2.5443]],
  "forces_ev_per_a": [[-2.182, -3.825, -0.317], [0.323, 4.237, -0.237], [0.525, 0.600, -0.662], [-0.288, -4.523, 0.000], [-0.367, -0.565, 0.953], [2.062, 4.040, -1.681], [-0.883, -2.046, 0.366], [0.374, 0.686, 0.573], [0.165, -0.237, -0.443], [-0.136, -0.280, -0.204], [-0.263, 1.645, 1.277], [-0.838, -1.317, 2.409], [0.170, 0.478, 0.138], [2.328, 0.265, -1.396], [-0.677, -0.569, 0.409], [-0.733, 0.860, 0.553], [-0.289, 0.557, 0.018], [0.710, -0.005, -1.754]],
  "mulliken_charge": [-0.6446, -0.5764, 0.0435, -0.4641, -0.7330, -0.0427, -0.2539, 0.4223, 0.4252, 0.4155, 0.5096, 0.1718, 0.2892, 0.3815, 0.3224, 0.2227, 0.1996, -0.6886],
  "orbital_gap_ev": 5.07,
  "lumo_ha": -0.1546,
  "max_force_ev_per_a": 4.8,
  "e_above_lowest_kj_mol": 1167.55,
  "e_tot_ev": -12384.6343
}



No. 2
{
  "formula": "C4H9NO",
  "method": "ωB97M-V/def2-TZVPD",
  "species": ["C", "C", "N", "C", "O", "C", "H", "H", "H", "H", "H", "H", "H", "H", "H"],
  "xyz": [[2.3463, 0.7586, 0.5220], [1.2271, 0.1345, -0.2883], [-0.1205, 0.2215, 0.2392], [-0.6268, -0.9403, 0.2846], [-1.9142, -1.2077, 0.0851], [-2.6847, -0.0901, -0.3440], [2.0336, 1.6965, 0.9935], [2.6958, 0.0820, 1.3049], [3.1943, 0.9740, -0.1343], [1.3927, -0.9311, -0.5400], [1.1550, 0.6174, -1.2671], [-0.0698, -1.8649, 0.4807], [-3.5102, -0.4849, -0.9366], [-2.0731, 0.5944, -0.9375], [-3.0455, 0.4402, 0.5377]],
  "forces_ev_per_a": [[0.092, -0.007, 0.089], [0.375, -0.177, -0.265], [-0.392, -0.570, -0.347], [-0.105, 0.198, 0.215], [-0.182, -0.057, 0.361], [-0.322, 0.226, -0.004], [-0.044, -0.157, -0.139], [-0.066, 0.082, 0.036], [-0.030, -0.025, 0.117], [0.724, 0.346, 0.149], [0.183, 0.125, 0.038], [-0.038, 0.066, -0.387], [0.024, 0.010, 0.185], [-0.104, -0.152, 0.091], [-0.115, 0.093, -0.138]],
  "mulliken_charge": [-1.1369, -0.2592, -0.5128, 0.1176, -0.3303, -0.6024, 0.3111, 0.2689, 0.3279, 0.3494, 0.2515, 0.4306, 0.2237, 0.3097, 0.2513],
  "orbital_gap_ev": 10.32,
  "lumo_ha": 0.0402,
  "max_force_ev_per_a": 0.8,
  "e_above_lowest_kj_mol": 196.29,
  "e_tot_ev": -7830.2856,
  "smiles": "CC/N=C/OC"
}



No. 3
{
  "formula": "C4H9NO3",
  "method": "ωB97M-V/def2-TZVPD",
  "species": ["C", "C", "C", "N", "C", "O", "O", "O", "H", "H", "H", "H", "H", "H", "H", "H", "H"],
  "xyz": [[0.9033, -0.8324, -0.8625], [-0.0561, 0.5908, 1.0929], [0.3638, -0.3393, 2.1941], [-0.4038, -0.1573, -0.6650], [-0.6778, 0.5961, -1.8178], [-1.4248, -1.0779, -0.3351], [1.9063, -0.3591, -1.3151], [0.1584, 1.6740, -2.0670], [-1.9001, -1.2109, -1.1779], [0.9858, 1.3453, -2.4402], [0.8761, -1.7820, -0.3128], [-1.7039, 0.9503, -1.7671], [0.6534, 1.3640, 0.8160], [-1.0753, 0.9590, 1.1634], [0.2797, 0.1645, 3.1666], [-0.2835, -1.2172, 2.2434], [1.3986, -0.6681, 2.0840]],
  "forces_ev_per_a": [[0.440, -0.189, 1.361], [-0.789, -0.067, -1.211], [-0.017, -0.245, -0.150], [2.320, -0.180, 1.318], [-1.799, 0.342, -0.986], [0.648, 0.434, -0.211], [-1.335, -0.087, 0.010], [0.482, -0.125, 0.275], [0.257, 0.081, -0.165], [-0.128, 0.050, 0.005], [-0.078, -0.361, -0.352], [-0.083, 0.184, 0.123], [-0.035, -0.006, -0.019], [0.088, 0.113, 0.157], [0.035, 0.034, -0.173], [0.031, 0.018, -0.008], [-0.037, 0.005, 0.026]],
  "mulliken_charge": [-0.0008, -0.3344, -1.0137, 0.3261, -0.6232, -0.4308, -0.4512, -0.4539, 0.3815, 0.3414, 0.4518, 0.2412, 0.3283, 0.2899, 0.3564, 0.2897, 0.3017],
  "orbital_gap_ev": [7.12, 7.12],
  "lumo_ha": [0.0185, 0.0185],
  "max_force_ev_per_a": 2.7,
  "e_above_lowest_kj_mol": 691.49,
  "e_tot_ev": -11920.3746
}



No. 4
{
  "formula": "C32H55FN3O32S7",
  "method": "ωB97M-V/def2-TZVPD",
  "species": ["N", "C", "C", "C", "C", "C", "C", "N", "N", "C", "O", "C", "O", "C", "O", "C", "C", "C", "C", "C", "C", "C", "C", "C", "O", "F", "H", "H", "H", "H", "H", "H", "H", "H", "H", "H", "H", "H", "H", "H", "H", "H", "H", "H", "H", "H", "H", "H", "H", "H", "H", "H", "H", "C", "C", "O", "S", "O", "O", "O", "H", "H", "H", "H", "C", "C", "O", "S", "O", "O", "O", "H", "H", "H", "H", "C", "C", "O", "S", "O", "O", "O", "H", "H", "H", "H", "C", "C", "O", "S", "O", "O", "O", "H", "H", "H", "H", "C", "C", "O", "S", "O", "O", "O", "H", "H", "H", "H", "C", "C", "O", "S", "O", "O", "O", "H", "H", "H", "H", "C", "C", "O", "S", "O", "O", "O", "H", "H", "H", "H"],
  "xyz": [[3.4337, -5.3180, 2.6798], [2.3403, -5.8755, 1.7443], [2.6643, -5.2883, 0.2407], [1.4401, -5.4482, -0.8378], [0.0378, -4.7119, -0.4144], [0.0521, -3.4136, 0.5866], [0.4833, -1.9965, -0.1162], [0.8137, -0.9056, 0.9198], [-0.4922, -4.2625, -1.7896], [-2.0116, -4.1057, -1.8027], [-2.6060, -2.8240, -1.3796], [-2.4552, -5.4802, -0.9594], [-3.6156, -5.0066, -0.1770], [-4.8858, -5.2224, -0.8878], [-4.9911, -5.6547, -2.1703], [-6.3507, -4.8828, -0.1563], [-7.5123, -6.0356, 0.0680], [-8.9324, -5.5777, 0.7774], [-9.1012, -3.9973, 1.1838], [-7.9562, -2.8215, 0.9651], [-6.5369, -3.2797, 0.2824], [-1.0995, -5.8887, -0.0692], [-1.3104, -6.3266, 1.5026], [-2.5148, -7.4853, 1.5579], [-3.5649, -7.4200, 2.3832], [-2.3375, -8.6186, 0.5827], [2.9709, -4.9955, 3.5719], [4.1656, -6.0420, 2.8665], [1.3230, -5.5211, 2.2012], [2.3898, -7.0534, 1.8052], [3.1108, -4.1825, 0.2848], [3.5631, -5.9527, -0.1780], [1.8361, -4.9758, -1.8601], [1.3140, -6.6074, -1.0714], [0.7028, -3.5347, 1.5517], [-1.0696, -3.2697, 0.9630], [1.4248, -2.0826, -0.8303], [-0.4051, -1.5565, -0.7624], [1.1660, -1.3450, 1.8119], [-0.0593, -0.3491, 1.0885], [-0.3873, -5.1648, -2.3437], [0.0942, -3.6120, -2.3569], [-2.2415, -4.3350, -2.9513], [-2.8736, -2.3150, -2.2112], [-2.5588, -6.4349, -1.6347], [-7.3470, -7.1513, -0.2607], [-9.8040, -6.3571, 0.9910], [-10.1205, -3.6356, 1.6665], [-8.1314, -1.7044, 1.2684], [-5.6553, -2.5143, 0.0970], [-0.7794, -6.9308, -0.5542], [-0.3372, -6.8987, 1.8896], [-1.5605, -5.3926, 2.1923], [-11.1582, -0.4884, 4.7321], [-11.8026, -1.8064, 4.3110], [-12.4508, -1.5259, 3.0725], [-11.5987, -0.3867, 2.2746], [-10.7434, -1.0514, 1.3166], [-12.4955, 0.6876, 1.9167], [-10.6760, 0.1025, 3.5265], [-11.8974, 0.1891, 5.1715], [-10.3372, -0.6374, 5.4386], [-12.5212, -2.1728, 5.0480], [-11.0444, -2.5753, 4.1288], [6.4830, -3.4123, -2.0065], [7.2860, -4.5079, -2.7027], [6.3328, -5.5142, -3.0366], [4.8983, -4.8030, -3.3477], [4.7715, -4.6505, -4.7801], [3.8884, -5.4348, -2.5309], [5.2435, -3.3430, -2.7095], [6.2702, -3.6800, -0.9665], [6.9924, -2.4454, -2.0356], [8.0720, -4.9179, -2.0640], [7.7292, -4.1402, -3.6342], [0.2569, 3.8432, -0.3492], [-0.9031, 4.1215, 0.6030], [-2.0047, 3.3873, 0.0738], [-1.4435, 2.0368, -0.6484], [-1.5667, 0.9406, 0.2867], [-1.9672, 1.9865, -1.9936], [0.1263, 2.4713, -0.7183], [0.1757, 4.4494, -1.2571], [1.2281, 4.0209, 0.1203], [-1.1436, 5.1854, 0.6667], [-0.6909, 3.7359, 1.6059], [2.8830, 8.5031, -1.1728], [3.6860, 7.4075, -1.8689], [2.7328, 6.4012, -2.2028], [1.2983, 7.1125, -2.5139], [1.1715, 7.2649, -3.9463], [0.2884, 6.4806, -1.6971], [1.6435, 8.5724, -1.8757], [2.6702, 8.2355, -0.1328], [3.3924, 9.4701, -1.2018], [4.4720, 6.9975, -1.2302], [4.1292, 7.7752, -2.8004], [10.8410, -3.4323, 1.5027], [9.6273, -4.3543, 1.4219], [8.8230, -3.8214, 0.3722], [9.7954, -3.1437, -0.7484], [9.9946, -4.1026, -1.8123], [9.3490, -1.7900, -0.9821], [11.1534, -3.0942, 0.1524], [10.5992, -2.5084, 2.0379], [11.6960, -3.9165, 1.9821], [9.0661, -4.3872, 2.3589], [9.9223, -5.3702, 1.1388], [0.3226, 12.8541, -3.6452], [0.8554, 11.5246, -4.1728], [2.2331, 11.7599, -4.4542], [2.8091, 12.8611, -3.3978], [3.4725, 12.1536, -2.3253], [3.4369, 13.9261, -4.1449], [1.3716, 13.3937, -2.8429], [0.1265, 13.5531, -4.4646], [-0.5859, 12.7279, -3.0504], [0.3296, 11.1922, -5.0710], [0.7957, 10.7443, -3.4067], [0.7312, 7.4261, 4.0052], [0.9042, 8.8784, 3.5685], [1.3609, 8.8105, 2.2196], [0.7156, 7.4926, 1.5074], [-0.4510, 7.9086, 0.7611], [1.7866, 6.7169, 0.9261], [0.2106, 6.7447, 2.8652], [1.6948, 6.9742, 4.2616], [0.0475, 7.3286, 4.8528], [1.6212, 9.4182, 4.1917], [-0.0541, 9.4085, 3.5743]],
  "forces_ev_per_a": [[-1.265, -0.703, 0.191], [0.728, 0.284, 0.457], [0.590, -0.828, -0.207], [1.402, 0.324, -0.001], [0.549, -1.125, 0.591], [-0.974, 0.485, 0.093], [0.091, 0.792, -0.249], [-1.034, -1.626, -0.211], [-0.259, -1.430, -0.408], [-1.732, -0.761, -2.600], [1.379, -2.137, -1.898], [1.080, 1.461, 0.533], [-1.845, -2.229, -2.446], [-2.304, -1.799, -5.307], [1.838, 2.577, 8.149], [-1.541, 1.467, 1.713], [-0.625, 4.006, 1.176], [3.444, 3.228, -0.784], [2.443, -0.662, -1.145], [1.281, -4.662, -1.592], [-3.299, -2.858, 0.914], [-0.220, -0.822, -0.097], [-0.164, -0.649, -0.487], [-5.283, 0.697, 4.044], [7.834, -0.999, -6.430], [-0.417, 3.351, 2.757], [1.083, -0.823, -1.271], [-1.157, 0.988, 0.025], [1.809, -0.667, -1.166], [-0.401, 2.288, -0.553], [-1.348, -2.367, 0.114], [-2.025, 1.518, 0.868], [-0.818, -0.944, 2.284], [-0.108, 2.484, 0.608], [-1.085, -0.206, -2.081], [2.312, -0.293, -0.776], [-1.802, -0.218, 1.456], [1.780, -1.086, 1.298], [-0.692, 0.753, -1.340], [1.212, -0.805, 0.034], [-0.070, 1.208, 0.585], [-0.561, 0.116, 1.053], [0.037, 0.818, 2.490], [0.575, -1.113, 1.544], [-0.822, 2.328, 1.057], [-0.218, 2.594, 0.706], [2.203, 1.942, -0.583], [2.385, -0.916, -1.192], [0.201, -2.540, -0.669], [-2.055, -1.843, 0.417], [-0.339, 2.499, 0.803], [-2.120, 1.394, -0.919], [0.195, -2.401, -1.407], [-0.486, -0.080, 0.567], [0.586, -0.222, 0.347], [0.292, 0.991, -0.390], [-0.304, 0.344, -0.347], [-0.991, 1.012, 1.026], [1.282, -1.618, 0.214], [-0.317, -0.613, -0.873], [0.059, -0.105, 0.001], [-0.012, 0.090, -0.317], [-0.053, 0.137, -0.310], [-0.024, 0.051, 0.123], [0.598, -0.191, 0.594], [0.447, 0.607, -0.134], [-1.654, 0.253, 0.174], [0.942, 0.223, -0.732], [-0.390, -0.279, 2.039], [0.878, 0.481, -1.178], [-0.439, -0.992, -0.775], [0.077, 0.027, -0.054], [-0.271, -0.118, -0.146], [-0.528, -0.174, -0.307], [0.047, -0.001, 0.170], [-0.062, 1.024, -0.226], [0.789, 0.104, 0.481], [0.178, -1.058, -0.949], [0.333, 0.894, -0.286], [-0.022, 0.718, -1.219], [0.395, -0.420, 1.858], [-1.322, -0.995, 0.403], [0.014, -0.179, 0.347], [-0.166, -0.246, -0.093], [-0.189, -0.233, -0.229], [0.025, 0.082, -0.045], [0.773, 0.062, 0.746], [0.392, 0.730, -0.166], [-1.273, 0.220, 0.151], [0.166, 0.157, -0.323], [-0.237, -0.230, 1.938], [1.050, 0.723, -1.436], [-0.328, -0.975, -0.811], [0.318, 0.159, -0.474], [-0.269, -0.065, -0.274], [-0.314, -0.143, -0.077], [0.014, 0.012, 0.130], [-0.304, 0.131, 0.725], [0.624, -0.570, 0.320], [0.368, 0.837, -0.695], [0.598, 0.307, 0.070], [-0.067, 1.528, 1.163], [0.309, -1.900, -0.031], [-0.989, -0.376, -0.846], [0.019, -0.118, -0.003], [-0.072, 0.090, -0.326], [-0.081, 0.161, -0.302], [0.013, 0.088, 0.103], [-0.408, -0.072, -0.654], [-0.580, -0.278, 0.528], [0.419, 1.038, 0.410], [0.233, 0.190, -0.168], [-0.603, 1.022, -1.207], [-0.559, -1.573, 1.131], [0.969, -0.622, -0.082], [-0.022, -0.091, 0.059], [0.317, 0.073, 0.078], [0.324, 0.119, 0.036], [-0.085, 0.049, -0.083], [0.571, 0.250, 0.550], [-0.637, 0.089, 0.567], [0.062, -1.195, -0.573], [-0.758, 0.400, -0.083], [1.736, -0.885, 0.919], [-1.363, 0.667, 0.682], [0.070, 0.559, -1.000], [-0.083, 0.076, 0.023], [-0.024, -0.074, -0.333], [0.031, -0.117, -0.330], [0.097, -0.055, 0.078]],
  "mulliken_charge": [-0.6296, -0.2019, -0.5052, -0.7104, 1.1871, -0.5440, -0.2149, -0.5440, -0.3316, -0.6742, -0.4008, 0.3461, -0.2383, 0.2880, -0.5437, 0.3092, -0.3527, -0.4787, -0.1108, -0.3118, -0.2547, -1.1798, -0.2681, 0.4076, -0.4815, -0.2776, 0.2425, 0.2534, 0.0823, 0.2869, 0.0942, 0.3777, 0.3058, 0.2278, 0.3806, 0.2340, 0.0642, 0.1564, 0.2738, 0.3041, 0.5518, 0.4950, 0.4971, 0.3798, 0.2905, 0.3234, 0.2874, 0.2197, 0.3137, 0.2397, 0.4709, 0.2360, 0.2503, -0.3101, -0.2810, -0.2979, 1.1005, -0.4915, -0.5555, -0.3089, 0.2865, 0.3143, 0.3224, 0.2239, -0.2241, -0.3700, -0.3469, 0.9892, -0.5898, -0.4216, -0.3487, 0.2905, 0.2860, 0.4211, 0.2642, -0.0213, -0.2574, -0.3832, 1.1440, -0.5989, -0.6009, -0.3400, 0.1979, 0.3178, 0.2241, 0.2861, 0.1921, -0.4965, -0.3250, 1.1019, -0.6145, -0.4731, -0.2128, -0.1455, 0.3293, 0.3510, 0.3376, -0.3869, -0.3294, -0.2369, 1.1270, -0.5653, -0.5443, -0.3008, 0.2962, 0.3172, 0.3109, 0.2938, -0.3247, -0.0295, -0.2881, 1.0881, -0.5212, -0.5378, -0.3161, 0.2944, 0.3206, 0.3277, 0.0039, -0.3918, -0.4050, -0.3235, 1.2723, -0.5811, -0.5911, -0.2839, 0.2951, 0.3052, 0.3073, 0.3105],
  "orbital_gap_ev": 7.85,
  "lumo_ha": -0.0915,
  "max_force_ev_per_a": 10.2,
  "e_tot_ev": -182601.7817,
  "total_charge": 1
}



What did the first record say?
{
  "formula": "C3H10N2O3",
  "method": "ωB97M-V/def2-TZVPD",
  "species": ["C", "N", "C", "O", "O", "C", "N", "H", "H", "H", "H", "H", "H", "H", "H", "H", "H", "O"],
  "xyz": [[-0.2055, -0.9020, -0.2952], [-1.6325, -0.8685, -0.6623], [-1.7913, 0.3283, -1.2985], [-1.9807, 1.4221, -0.5653], [1.8681, 1.0258, -1.5464], [0.5621, -0.1001, 0.7585], [0.7175, 1.2783, 0.6120], [0.3842, -0.9055, -1.2279], [-0.1215, -1.8684, 0.2032], [-1.7308, 0.5249, -2.3678], [-2.0249, 0.4640, 0.1225], [0.1847, -0.5449, 1.7404], [1.5303, -0.6017, 0.6955], [1.2592, 1.4645, -0.2953], [-0.0704, 1.9131, 0.5730], [0.3966, -2.2722, 3.3768], [2.1218, 1.4515, -2.3677], [0.5332, -1.8093, 2.5443]],
  "forces_ev_per_a": [[-2.182, -3.825, -0.317], [0.323, 4.237, -0.237], [0.525, 0.600, -0.662], [-0.288, -4.523, 0.000], [-0.367, -0.565, 0.953], [2.062, 4.040, -1.681], [-0.883, -2.046, 0.366], [0.374, 0.686, 0.573], [0.165, -0.237, -0.443], [-0.136, -0.280, -0.204], [-0.263, 1.645, 1.277], [-0.838, -1.317, 2.409], [0.170, 0.478, 0.138], [2.328, 0.265, -1.396], [-0.677, -0.569, 0.409], [-0.733, 0.860, 0.553], [-0.289, 0.557, 0.018], [0.710, -0.005, -1.754]],
  "mulliken_charge": [-0.6446, -0.5764, 0.0435, -0.4641, -0.7330, -0.0427, -0.2539, 0.4223, 0.4252, 0.4155, 0.5096, 0.1718, 0.2892, 0.3815, 0.3224, 0.2227, 0.1996, -0.6886],
  "orbital_gap_ev": 5.07,
  "lumo_ha": -0.1546,
  "max_force_ev_per_a": 4.8,
  "e_above_lowest_kj_mol": 1167.55,
  "e_tot_ev": -12384.6343
}